C5H7NO2 as an isolated structure in a non-equilibrium geometry. Source: OMol25; level of theory: ωB97M-V/def2-TZVPD.

Properties
maximum force	8.1	eV/A
LUMO energy	0.27	eV
HOMO-LUMO gap	0.3621	Eh
total charge	0
relative energy (zero: lowest compared OMol25 entry of this formula, charge and spin)	222.0	kcal/mol

Structure (XYZ):
```
15
C5H7NO2 ωB97M-V/def2-TZVPD
C 1.37 -1.71 0.09
C 0.45 -0.50 -0.13
C 0.25 0.75 -0.31
C 0.48 2.10 -0.02
C -0.69 -0.17 -0.77
H 1.74 -2.29 -0.83
H 0.93 -2.39 0.76
H 2.52 -1.82 0.82
H 1.26 1.95 0.71
H 0.27 2.84 -0.73
H -0.41 2.47 1.07
H -1.27 -0.34 -1.50
N -2.00 -0.22 0.08
O -3.14 -0.51 -0.49
O -1.77 -0.14 1.26
```